Entry 1:
DFT (wB97M-V/def2-TZVPD) results for one molecule with the formula C4H12N2O.

Calculated values
Charge: 0
Highest occupied orbital energy, eV: -8.084
Kohn-Sham gap, eV: 8.9037
Structure (SMILES): C[C@H](CO)NCN

Element x y z (Å)
C 0.6941 -0.7566 1.8478
C -0.4040 -0.4926 0.7671
C -0.4203 -1.7051 -0.1823
O -0.8974 -1.3792 -1.4951
N -0.2536 0.8353 0.2286
C 0.5873 1.0207 -1.0206
N 0.3642 2.4665 -1.3959
H 0.6008 0.0956 2.6103
H 1.6687 -0.5461 1.2829
H 0.5009 -1.6577 2.4004
H -1.4035 -0.3482 1.2320
H 0.5377 -2.2023 -0.4206
H -1.0550 -2.5328 0.2390
H -1.8652 -1.1160 -1.3632
H -0.9818 1.5762 0.3293
H 0.1722 0.3979 -1.7824
H 1.4666 0.4549 -1.1142
H -0.4973 2.8264 -0.9585
H 1.1857 3.0629 -1.2046

The net atomic charges from Mulliken, expressed in e, are: atom 1 (C): -1.23, atom 2 (C): 0.09, atom 3 (C): -0.72, atom 4 (O): -0.55, atom 5 (N): -0.23, atom 6 (C): -0.31, atom 7 (N): -0.66, atom 8 (H): 0.30, atom 9 (H): 0.28, atom 10 (H): 0.40, atom 11 (H): 0.31, atom 12 (H): 0.30, atom 13 (H): 0.37, atom 14 (H): 0.32, atom 15 (H): 0.24, atom 16 (H): 0.28, atom 17 (H): 0.37, atom 18 (H): 0.22, atom 19 (H): 0.22

---

Entry 2:
DFT (wB97M-V/def2-TZVPD) results for C18H23BCoF4IN3O3S3 as an isolated structure.

Calculated values
Charge: +1
Multiplicity: 5
Highest occupied orbital energy (alpha / beta), eV: -11.252 / -11.238
Expectation value of S²: 6.01
Kohn-Sham gap (alpha / beta), eV: 8.8485 / 5.3858

Element x y z (Å)
Co 0.6942 -0.5030 -0.1855
C -0.8000 -0.2599 3.9641
C -0.8132 -1.6601 3.3667
S 0.3991 -1.9992 2.0780
C 1.9709 -1.6112 2.8770
C 2.4839 -0.1648 2.8390
S 2.2533 0.7270 1.2749
C 1.2075 2.1651 1.6728
C 0.2039 2.1527 2.8214
S -1.2408 1.0577 2.7990
H 0.1654 -0.0282 4.4069
H -1.5625 -0.1839 4.7433
H -1.7837 -1.8853 2.9219
H -0.6673 -2.3727 4.1810
H 2.6859 -2.2604 2.3774
H 1.9186 -1.9472 3.9145
H 3.5601 -0.1944 3.0038
H 2.0593 0.4391 3.6378
H 0.7175 2.3965 0.7318
H 1.8770 2.9956 1.9057
H -0.2345 3.1514 2.8656
H 0.6884 1.9745 3.7810
F 4.0788 -1.2515 0.4566
B 3.5321 -2.3767 -0.1497
F 2.0375 -2.1505 -0.1501
F 3.8986 -2.4942 -1.4672
F 3.7309 -3.5102 0.5957
I -7.9804 1.2007 -0.4281
C -5.9469 0.7846 -0.3462
C -5.0760 1.7240 0.1944
C -3.7230 1.4404 0.2526
C -3.2390 0.2275 -0.2295
C -4.1181 -0.6999 -0.7843
C -5.4725 -0.4260 -0.8396
C -1.8007 -0.0929 -0.1826
O -0.9823 0.6505 0.5221
O -1.3027 -1.0354 -0.8170
H -5.4530 2.6690 0.5583
H -3.0357 2.1772 0.6438
H -3.7294 -1.6337 -1.1669
H -6.1568 -1.1459 -1.2648
C 1.4399 2.7778 -3.7314
N 1.4817 1.3215 -3.6259
C 1.7902 0.5227 -4.6859
C 1.8326 -0.8204 -4.5808
C 1.5476 -1.3899 -3.3003
N 1.2247 -0.5974 -2.2835
C 1.1935 0.7411 -2.4197
O 0.8986 1.4151 -1.4161
N 1.5728 -2.7025 -3.0943
H 1.8375 3.0646 -4.7005
H 2.0457 3.2152 -2.9421
H 0.4152 3.1315 -3.6321
H 2.0062 1.0372 -5.6114
H 2.0921 -1.4359 -5.4270
H 1.9771 -3.3062 -3.7888
H 1.6003 -3.0208 -2.1357

The net atomic charges from Mulliken, expressed in e, are: atom 1 (Co): 1.33, atom 2 (C): -0.66, atom 3 (C): -0.98, atom 4 (S): 0.09, atom 5 (C): -0.91, atom 6 (C): -0.92, atom 7 (S): -0.13, atom 8 (C): -0.60, atom 9 (C): -0.98, atom 10 (S): 0.34, atom 11 (H): 0.31, atom 12 (H): 0.54, atom 13 (H): 0.43, atom 14 (H): 0.58, atom 15 (H): 0.30, atom 16 (H): 0.65, atom 17 (H): 0.56, atom 18 (H): 0.56, atom 19 (H): 0.28, atom 20 (H): 0.68, atom 21 (H): 0.55, atom 22 (H): 0.58, atom 23 (F): -0.38, atom 24 (B): 0.33, atom 25 (F): -0.54, atom 26 (F): -0.35, atom 27 (F): -0.29, atom 28 (I): 0.15, atom 29 (C): -0.08, atom 30 (C): -0.77, atom 31 (C): -0.12, atom 32 (C): 0.35, atom 33 (C): -0.46, atom 34 (C): -0.55, atom 35 (C): 0.48, atom 36 (O): -0.61, atom 37 (O): -0.73, atom 38 (H): 0.40, atom 39 (H): 0.41, atom 40 (H): 0.47, atom 41 (H): 0.40, atom 42 (C): -0.92, atom 43 (N): 0.21, atom 44 (C): -0.13, atom 45 (C): -1.11, atom 46 (C): 1.07, atom 47 (N): 0.11, atom 48 (C): -0.09, atom 49 (O): -0.63, atom 50 (N): -0.33, atom 51 (H): 0.33, atom 52 (H): 0.31, atom 53 (H): 0.30, atom 54 (H): 0.36, atom 55 (H): 0.40, atom 56 (H): 0.26, atom 57 (H): 0.16

---

Entry 3:
DFT (wB97M-V/def2-TZVPD) results for a 2-piece molecular cluster, C4H3N overall.

Calculated values
Charge: 0
Highest occupied orbital energy (alpha / beta), eV: -10.195 / -10.641
Kohn-Sham gap (alpha / beta), eV: 7.6691 / 8.2301

Element x y z (Å)
C 1.8656 1.6345 -0.9487
C -0.6950 0.0300 1.0289
C 0.1347 0.1325 0.0880
C -0.7315 -1.1549 -0.1384
N 2.4289 2.5153 -1.3734
H -1.1309 0.2073 2.0546
H -0.5258 -2.1207 0.3270
H -1.3460 -1.2440 -1.0380

The net atomic charges from Mulliken, expressed in e, are: atom 1 (C): 0.00, atom 2 (C): -0.05, atom 3 (C): -0.05, atom 4 (C): -0.43, atom 5 (N): -0.29, atom 6 (H): 0.33, atom 7 (H): 0.24, atom 8 (H): 0.24

---

Entry 4:
DFT (wB97M-V/def2-TZVPD) results for a 2-piece molecular cluster, C6H8O5 overall.

Calculated values
Charge: 0
Highest occupied orbital energy, eV: -9.554
Kohn-Sham gap, eV: 10.1105
Structure (SMILES): O=c1occo1.OC1COC1

Element x y z (Å)
O 0.9675 -1.9912 1.2800
C 0.4256 -2.1911 0.2448
O 0.9719 -2.7859 -0.8345
C 0.0108 -2.7331 -1.8475
C -1.0926 -2.1503 -1.3594
O -0.8705 -1.8815 -0.0285
H 0.2378 -3.1819 -2.8065
H -2.0605 -1.8362 -1.7494
O -1.3437 0.7688 1.0126
C -0.2298 1.3216 0.3724
C -0.1437 2.8471 0.2823
O 1.1717 2.8715 0.8974
C 1.1347 1.4515 1.1145
H -1.1530 -0.1750 1.1369
H -0.0936 0.8764 -0.6358
H -0.0760 3.2993 -0.7114
H -0.9393 3.3626 0.8446
H 1.9729 0.9410 0.6087
H 1.1099 1.1865 2.1787

The net atomic charges from Mulliken, expressed in e, are: atom 1 (O): -0.49, atom 2 (C): 0.70, atom 3 (O): -0.30, atom 4 (C): -0.23, atom 5 (C): -0.18, atom 6 (O): -0.28, atom 7 (H): 0.39, atom 8 (H): 0.39, atom 9 (O): -0.58, atom 10 (C): 0.44, atom 11 (C): -0.50, atom 12 (O): -0.41, atom 13 (C): -0.36, atom 14 (H): 0.34, atom 15 (H): 0.12, atom 16 (H): 0.23, atom 17 (H): 0.24, atom 18 (H): 0.22, atom 19 (H): 0.26

---

Entry 5:
DFT (wB97M-V/def2-TZVPD) results for a 2-piece molecular cluster, C3H3N4 overall.

Calculated values
Charge: -1
Highest occupied orbital energy (alpha / beta), eV: -4.590 / -4.783
Kohn-Sham gap (alpha / beta), eV: 8.6567 / 8.8743

Element x y z (Å)
C -1.0224 -0.0853 -0.3456
C 2.0590 0.0535 0.4809
C 1.5114 -0.1574 -0.6790
N -1.5423 1.1165 -0.3616
N -1.7375 -1.1047 0.1316
N -2.7351 0.8282 0.0891
N -2.8706 -0.4289 0.3656
H 3.0936 -0.1880 0.6254
H 1.3759 0.0159 1.3764
H 1.8681 -0.0497 -1.6828

The net atomic charges from Mulliken, expressed in e, are: atom 1 (C): 0.37, atom 2 (C): -0.40, atom 3 (C): -0.41, atom 4 (N): -0.33, atom 5 (N): -0.37, atom 6 (N): -0.32, atom 7 (N): -0.30, atom 8 (H): 0.29, atom 9 (H): 0.21, atom 10 (H): 0.26

---

Entry 6:
DFT (wB97M-V/def2-TZVPD) results for one molecule with the formula C6H10.

Calculated values
Charge: 0
Highest occupied orbital energy, eV: -8.027
Kohn-Sham gap, eV: 8.9409
Structure (SMILES): C/C=C\C=C\C

Element x y z (Å)
C -2.6944 -0.6766 -0.0421
C -1.9942 0.6739 -0.0550
C -0.6235 1.0020 -0.0226
C 0.5070 0.1526 -0.0884
C 1.7858 0.5173 -0.0143
C 2.8800 -0.3877 -0.0305
H -3.1400 -0.9132 0.9617
H -2.0805 -1.6050 -0.0506
H -3.5113 -0.7383 -0.7833
H -2.6834 1.4010 0.3207
H -0.3186 2.0175 -0.1657
H 0.4222 -1.0325 -0.2077
H 1.9215 1.6234 0.0734
H 2.4978 -1.3103 -0.4733
H 3.2525 -0.7549 1.0205
H 3.7791 0.0310 -0.4428

The net atomic charges from Mulliken, expressed in e, are: atom 1 (C): -0.95, atom 2 (C): -0.29, atom 3 (C): -0.30, atom 4 (C): -0.08, atom 5 (C): 0.25, atom 6 (C): -1.15, atom 7 (H): 0.26, atom 8 (H): 0.27, atom 9 (H): 0.28, atom 10 (H): 0.32, atom 11 (H): 0.24, atom 12 (H): 0.00, atom 13 (H): 0.26, atom 14 (H): 0.33, atom 15 (H): 0.22, atom 16 (H): 0.33

---

Entry 7:
DFT (wB97M-V/def2-TZVPD) results for a 10-piece molecular cluster, C45H90O30 overall.

Calculated values
Charge: 0
Highest occupied orbital energy, eV: -9.294
Kohn-Sham gap, eV: 9.8098
Structure (SMILES): COCCOCCOC.COCCOCCOC.COCCOCCOC.COCCOCCOC.COCCOCCOC.O=C1OCCO1.O=C1OCCO1.O=C1OCCO1.O=C1OCCO1.O=C1OCCO1

Element x y z (Å)
C 8.0586 19.3237 12.4935
O 9.4109 19.3996 12.0931
C 10.0459 18.1868 12.3960
C 11.5531 18.1915 12.0682
O 12.1216 19.2473 12.8494
C 13.0157 20.0603 12.0397
C 13.3430 21.2676 12.9896
O 14.2531 20.9425 13.9800
C 14.1698 21.7892 15.0924
H 7.9227 18.9280 13.5247
H 7.4623 18.7652 11.7750
H 7.6406 20.3692 12.5169
H 9.5076 17.3247 11.9557
H 9.8654 17.9444 13.4953
H 11.6658 18.3729 11.0122
H 11.9718 17.2120 12.2299
H 12.4756 20.3152 11.1023
H 14.0013 19.5091 11.8248
H 12.3868 21.5736 13.4294
H 13.7892 22.1751 12.4646
H 14.8044 21.3926 15.8789
H 13.1678 22.0037 15.3998
H 14.6298 22.7368 14.8635
C 21.7805 10.0808 16.6525
O 21.8018 11.4238 16.3300
C 20.6026 12.1435 16.2933
C 20.3168 12.8157 17.5720
O 18.9417 13.0941 17.4499
C 18.4333 13.7098 18.5952
C 17.0335 14.2838 18.3312
O 17.0865 15.5415 17.6708
C 17.5294 15.4604 16.2765
H 20.8924 9.7198 16.1772
H 21.7189 9.8737 17.7369
H 22.6661 9.6378 16.2951
H 19.7848 11.4118 16.0771
H 20.6435 12.8919 15.4845
H 20.9008 13.7147 17.8012
H 20.4618 12.0870 18.3725
H 19.0570 14.6006 18.9055
H 18.3829 12.9561 19.3964
H 16.5521 14.4982 19.2520
H 16.4670 13.5178 17.7235
H 17.7492 14.4185 16.0167
H 18.4672 16.0368 16.1287
H 16.7354 15.6785 15.5620
C 10.6231 15.0863 19.8287
O 11.2651 16.3436 19.9248
C 11.2797 16.8076 21.2867
C 11.3690 18.3080 21.3316
O 12.6654 18.7178 21.2729
C 12.8048 20.1182 21.4669
C 14.2129 20.6847 21.4360
O 14.9173 20.3068 22.6973
C 16.2146 20.8314 22.6147
H 10.6400 14.8752 18.7292
H 9.5894 15.1607 20.1682
H 11.1312 14.3937 20.5518
H 12.1929 16.4191 21.7890
H 10.3888 16.4692 21.7333
H 10.9497 18.5114 22.3288
H 10.7635 18.7966 20.5348
H 12.4054 20.3323 22.4453
H 12.2166 20.6104 20.6947
H 14.1741 21.7162 21.4203
H 14.8792 20.3736 20.5818
H 16.7268 20.0434 22.0538
H 16.6438 20.6906 23.6214
H 16.1593 21.7711 22.1127
C 10.9782 12.5779 14.9033
O 12.3513 12.5909 15.2148
C 12.6104 13.5800 16.2090
C 14.0427 13.4608 16.6736
O 14.9521 13.7029 15.6120
C 15.4740 12.5428 15.0318
C 16.5416 12.7890 13.9288
O 15.7808 13.1030 12.7630
C 16.6368 13.0032 11.6084
H 10.7425 11.7494 14.2822
H 10.7672 13.5005 14.4122
H 10.3772 12.6289 15.8232
H 11.9506 13.3906 17.0561
H 12.3873 14.6460 15.8622
H 14.0829 12.5218 17.1094
H 14.2330 14.2599 17.3691
H 14.5458 12.0006 14.7193
H 16.0350 12.0247 15.7795
H 17.0581 11.8446 13.8687
H 17.3375 13.5468 14.1291
H 17.4996 13.6357 11.6953
H 15.9879 13.2399 10.7066
H 16.9541 11.9655 11.5076
C 18.1880 16.9211 23.1144
O 16.9631 16.2503 23.1059
C 16.1912 16.8228 22.0677
C 14.8763 16.0621 21.9883
O 15.1817 14.8919 21.2046
C 14.1758 13.9416 21.3931
C 14.6954 12.5624 21.1096
O 14.5881 12.3157 19.7647
C 15.3490 11.1635 19.3292
H 17.9757 18.0204 23.3209
H 18.6480 16.8931 22.1308
H 18.7394 16.4472 23.9473
H 16.7313 16.6220 21.1301
H 16.0514 17.9275 22.2577
H 14.1181 16.7315 21.6181
H 14.5818 15.7743 22.9891
H 13.2935 14.1815 20.8008
H 13.8424 13.9896 22.4099
H 14.0982 11.8891 21.6699
H 15.7471 12.4640 21.3550
H 15.0334 11.1040 18.3306
H 15.0813 10.2436 19.8555
H 16.4632 11.2462 19.3702
O 13.7504 22.2088 18.4187
C 14.5690 23.0966 18.5522
O 15.2608 23.6956 17.6115
C 16.1874 24.6590 18.1430
C 15.8897 24.5752 19.6944
O 14.7476 23.6737 19.7383
H 17.1884 24.3047 18.0088
H 15.9720 25.6103 17.6478
H 15.6342 25.4879 20.2141
H 16.7576 24.0982 20.1651
O 17.2157 21.8891 19.0560
C 17.7329 20.9885 18.4272
O 18.0893 20.9552 17.1313
C 18.1270 19.5187 16.6830
C 18.3586 18.8284 18.0254
O 17.8932 19.7528 18.9945
H 17.1235 19.2726 16.2756
H 18.9708 19.4489 15.9233
H 19.4107 18.6494 18.1775
H 17.7505 17.8915 18.1884
O 13.5830 15.9845 9.8225
C 13.6371 15.8438 11.0262
O 14.3913 16.5329 11.8847
C 14.3179 16.0618 13.1771
C 13.1396 15.1119 13.1458
O 12.7899 15.0366 11.6815
H 15.2377 15.5141 13.4237
H 14.3260 16.9530 13.8099
H 12.2582 15.4606 13.5803
H 13.4036 14.1128 13.4762
O 10.5317 16.4064 16.8721
C 10.6625 17.5556 16.4982
O 9.8312 18.1743 15.6909
C 10.2735 19.5419 15.3908
C 11.5391 19.6481 16.2646
O 11.6343 18.3602 16.9378
H 10.5750 19.6249 14.3343
H 9.4634 20.2118 15.6185
H 11.3827 20.4653 17.0132
H 12.5342 19.7782 15.8022
O 15.3840 18.0905 15.3427
C 14.9353 17.7535 16.4133
O 14.2221 16.6856 16.6679
C 14.0472 16.5270 18.1026
C 14.4199 17.9785 18.5607
O 15.1993 18.5026 17.5275
H 12.9564 16.3681 18.1724
H 14.6855 15.7291 18.5043
H 15.0318 18.0121 19.4942
H 13.5269 18.5932 18.7759

Mulliken atomic charge list, values in e, 99 entries: atom 1 (C): -0.69, atom 2 (O): -0.34, atom 3 (C): -0.73, atom 4 (C): -0.45, atom 5 (O): 0.23, atom 6 (C): -0.57, atom 7 (C): -0.56, atom 8 (O): -0.18, atom 9 (C): -0.75, atom 10 (H): 0.24, atom 11 (H): 0.32, atom 12 (H): 0.23, atom 13 (H): 0.59, atom 14 (H): 0.08, atom 15 (H): 0.69, atom 16 (H): -0.26, atom 17 (H): 0.48, atom 18 (H): 0.11, atom 19 (H): 0.29, atom 20 (H): 0.31, atom 21 (H): -0.10, atom 22 (H): 0.41, atom 23 (H): 0.53, atom 24 (C): -0.67, atom 25 (O): -0.44, atom 26 (C): -0.13, atom 27 (C): -0.49, atom 28 (O): 0.09, atom 29 (C): -1.22, atom 30 (C): 1.40, atom 31 (O): 0.60, atom 32 (C): 0.07, atom 33 (H): 0.35, atom 34 (H): 0.23, atom 35 (H): 0.25, atom 36 (H): 0.16, atom 37 (H): 0.22, atom 38 (H): 0.27, atom 39 (H): 0.24, atom 40 (H): 0.38, atom 41 (H): 0.44, atom 42 (H): -0.99, atom 43 (H): -0.43, atom 44 (H): -0.35, atom 45 (H): 0.27, atom 46 (H): -0.11, atom 47 (C): -0.75, atom 48 (O): 0.17, atom 49 (C): -0.53, atom 50 (C): -0.73, atom 51 (O): -0.06, atom 52 (C): -1.26, atom 53 (C): 0.30, atom 54 (O): -0.54, atom 55 (C): -0.19, atom 56 (H): -0.05, atom 57 (H): 0.38, atom 58 (H): 0.38, atom 59 (H): 0.07, atom 60 (H): 0.66, atom 61 (H): 0.40, atom 62 (H): 0.22, atom 63 (H): 0.43, atom 64 (H): 0.38, atom 65 (H): 0.64, atom 66 (H): -0.11, atom 67 (H): -0.12, atom 68 (H): 0.24, atom 69 (H): 0.27, atom 70 (C): -0.75, atom 71 (O): -0.41, atom 72 (C): -0.23, atom 73 (C): -0.18, atom 74 (O): 0.59, atom 75 (C): -0.69, atom 76 (C): -0.85, atom 77 (O): -0.16, atom 78 (C): -0.96, atom 79 (H): 0.32, atom 80 (H): 0.24, atom 81 (H): 0.31, atom 82 (H): 0.79, atom 83 (H): -0.36, atom 84 (H): 0.12, atom 85 (H): -0.67, atom 86 (H): 0.40, atom 87 (H): 0.33, atom 88 (H): 0.70, atom 89 (H): 0.29, atom 90 (H): 0.37, atom 91 (H): 0.23, atom 92 (H): 0.36, atom 93 (C): -0.58, atom 94 (O): -0.54, atom 95 (C): 0.18, atom 96 (C): 0.03, atom 97 (O): -0.07, atom 98 (C): -0.14, atom 99 (C): -1.08

---

Entry 8:
DFT (wB97M-V/def2-TZVPD) results for a 2-piece molecular cluster, H4N5 overall.

Calculated values
Charge: +1
Highest occupied orbital energy (alpha / beta), eV: -14.685 / -14.683
Kohn-Sham gap (alpha / beta), eV: 8.5332 / 8.5311

Element x y z (Å)
N 2.7316 -0.3997 -0.3297
N 0.5989 0.1067 0.3332
N 1.6830 0.0140 -0.0111
N -1.9341 -0.3185 0.0897
N -1.0948 0.3859 -0.5739
H 3.7198 0.0391 -0.0529
H -1.7842 -1.3116 0.1570
H -2.5042 0.0948 0.8621
H -1.4159 1.3893 -0.4744

The net atomic charges from Mulliken, expressed in e, are: atom 1 (N): -0.58, atom 2 (N): -0.38, atom 3 (N): 0.83, atom 4 (N): -0.08, atom 5 (N): -0.08, atom 6 (H): 0.37, atom 7 (H): 0.30, atom 8 (H): 0.30, atom 9 (H): 0.32

---

Which energy above the lowest of the compared OMol25 structures with the same formula, charge and spin belongs to each record? In order, 3.3370; 0.0000; 6.2050; 2.4965; 4.5656; 1.9337; 0.8005; 4.2072 eV.
Which DFT total energy belongs to each record? In order, -344.26239; -4389.12829; -208.67378; -609.55750; -334.96653; -234.53145; -4025.50073; -275.73292 hartree.